[1]
C9H18N3OS | wB97M-V/def2-TZVPD

Structure (XYZ):
```
32
C9H18N3OS wB97M-V/def2-TZVPD
C -0.8694 0.6781 -0.3104
C 0.5709 0.8075 0.1815
C 1.0090 -0.3814 1.0194
N 2.5056 -0.5390 1.0075
C 3.1931 0.5645 1.5067
C 3.7189 1.5174 0.6986
C 4.4203 2.5857 1.2080
N 4.6274 2.7345 2.4919
N 4.0969 1.8068 3.2393
C 3.4064 0.7588 2.8547
H -1.5518 0.8816 0.5088
H -1.0354 1.4429 -1.0631
H -1.0557 -0.2877 -0.7608
H 1.2583 0.9542 -0.6482
H 0.6411 1.7013 0.8069
H 0.6139 -1.3031 0.6122
H 0.6667 -0.2744 2.0514
H 2.7443 -1.3454 1.5792
H 3.5950 1.4398 -0.3692
H 4.8488 3.3294 0.5613
H 4.2573 1.9195 4.2387
H 3.0298 0.0807 3.5989
C -4.3862 -1.7215 -3.8389
S -4.0101 -1.0128 -2.2334
O -2.5686 -1.2844 -1.9672
C -4.9517 -2.2015 -1.2720
H -3.8520 -1.1459 -4.5915
H -4.0571 -2.7601 -3.8661
H -5.4586 -1.6541 -4.0205
H -4.5845 -3.2077 -1.4734
H -6.0070 -2.1201 -1.5310
H -4.8157 -1.9634 -0.2192
```

Calculated values
Relative energy (zero: lowest compared OMol25 entry of this formula, charge and spin) = 2.300 eV
Spin multiplicity = 1
Energy = -26969.61299 eV
Net charge = +1

=====

[2]
C9H18N3S | wB97M-V/def2-TZVPD

Structure (XYZ):
```
31
C9H18N3S wB97M-V/def2-TZVPD
C -0.0651 -2.8582 0.0866
S -0.4034 -1.3767 -0.4468
C -1.0202 -1.0495 -1.9462
C -1.6048 -0.7886 0.8058
C -2.7602 0.0797 0.3204
C -2.5547 1.5336 0.4453
N -1.6390 2.2273 -0.5437
C 1.1556 0.1266 0.1970
N 1.0150 1.3854 -0.2123
C 2.2331 1.9847 -0.3730
C 3.1559 1.0377 -0.1911
N 2.4967 -0.0760 0.3692
C 3.0654 -1.3700 0.8099
H 0.1742 -3.1649 1.2249
H 0.3579 -3.6160 -0.5207
H -0.5021 -1.6228 -2.7378
H -0.7962 0.1223 -2.1120
H -1.9736 -1.7337 1.0932
H -0.9657 -0.4456 1.6193
H -3.6005 -0.1122 0.8650
H -2.9403 -0.2256 -0.6812
H -1.9325 1.6954 1.4009
H -3.4851 2.0711 0.4823
H -1.6215 3.1252 -0.1074
H -2.0266 2.3620 -1.4304
H 0.1352 1.9742 -0.2710
H 2.3108 3.0651 -0.7293
H 4.3012 0.9875 -0.1811
H 2.1924 -1.8317 1.3774
H 3.3200 -2.0902 -0.0825
H 3.9782 -1.4162 1.4692
```

Calculated values
Relative energy (zero: lowest compared OMol25 entry of this formula, charge and spin) = 6.017 eV
Spin multiplicity = 1
Energy = -24917.43810 eV
SMILES = C=S(=C)(CCCN)c1[nH]cc[n+]1C
Net charge = +1

=====

[3]
C9H18N4O | wB97M-V/def2-TZVPD

Structure (XYZ):
```
32
C9H18N4O wB97M-V/def2-TZVPD
C 1.8968 -0.5587 0.6474
C -1.7335 -0.2417 0.5830
C -0.3356 -0.3925 -1.0457
C 1.3008 0.7259 0.2238
C 3.2400 -0.8925 -0.0161
C -2.1987 1.2129 0.7258
C -2.7018 -1.2516 0.0346
C -1.0353 -0.3518 -2.3203
C 2.0431 1.9263 0.5072
N 0.9796 -1.7062 0.3260
N 0.1543 -1.5496 -0.6170
N 0.3679 0.8369 -0.6803
N -1.0281 -0.6455 1.6142
O 0.0404 1.9647 -1.2232
H 1.9423 -0.7179 1.7490
H 3.2209 -0.7490 -1.0706
H 3.6151 -1.8418 0.4698
H 4.1348 -0.1740 0.3685
H -1.3493 1.8269 1.1043
H -3.1077 1.1971 1.3624
H -2.6755 1.6964 -0.1451
H -3.3804 -1.5335 0.8392
H -2.1358 -2.1857 -0.2152
H -3.3416 -0.8696 -0.8033
H -0.4351 0.1828 -3.0269
H -2.0276 0.0447 -2.2632
H -1.1329 -1.4539 -2.6606
H 3.0795 1.7096 0.7450
H 1.7724 2.5501 1.4929
H 1.7273 2.6089 -0.3274
H -0.4707 0.0580 2.1681
H -0.4255 -1.4255 1.4540
```

Calculated values
Relative energy (zero: lowest compared OMol25 entry of this formula, charge and spin) = 6.499 eV
Spin multiplicity = 1
Energy = -17627.27256 eV
Net charge = 0

=====

[4]
C9H18N5O | wB97M-V/def2-TZVPD

Structure (XYZ):
```
33
C9H18N5O wB97M-V/def2-TZVPD
C -2.2944 0.6001 -0.3363
C -1.0802 0.7645 0.4461
C -2.4249 0.5170 -1.6979
C 1.4315 -0.1838 0.0714
C 0.5361 -2.2535 -0.4967
C 1.2143 -1.9547 1.8161
C 3.5516 0.5031 0.8778
C 1.7192 2.0913 0.7972
C -3.6934 0.3287 -3.6726
N -3.3902 0.5794 0.5242
N -3.0013 0.7072 1.6882
N -1.6092 0.8201 1.6686
N 1.1424 -1.3762 0.4826
N 2.1008 0.6935 1.0619
O -3.5807 0.4244 -2.2679
H -1.5190 0.5437 -2.3065
H 1.1472 -3.1464 -0.6313
H -0.4588 -2.5530 -0.1669
H 0.4613 -1.7185 -1.4393
H 2.0291 -1.5449 2.4113
H 0.2690 -1.7988 2.3414
H 1.3763 -3.0276 1.7272
H 3.8348 -0.5294 1.0756
H 3.8014 0.7356 -0.1567
H 4.1089 1.1633 1.5400
H 2.0720 2.3730 -0.1916
H 0.6286 2.1480 0.7928
H 2.1487 2.7531 1.5456
H -4.0447 -0.6749 -3.9242
H -2.7447 0.5280 -4.1751
H -4.4467 1.0508 -3.9917
H -1.1404 0.9632 2.5498
H 1.8555 0.4738 2.0368
```

Calculated values
Relative energy (zero: lowest compared OMol25 entry of this formula, charge and spin) = 3.172 eV
Spin multiplicity = 1
Energy = -19110.79742 eV
Net charge = +1

=====

[5]
C9H18O3P | wB97M-V/def2-TZVPD

Structure (XYZ):
```
31
C9H18O3P wB97M-V/def2-TZVPD
C 4.0135 1.7115 0.1752
C 3.3651 -1.4031 1.1515
C -2.1286 -2.0090 0.4409
C -3.7077 2.5278 0.0727
C 2.3158 0.5616 -1.3342
C 4.1746 -0.6244 0.1493
C -1.4111 -0.7160 0.8719
C -3.1818 1.2565 0.6662
C 3.3862 0.6217 -0.2485
O -0.4741 1.8907 0.2561
O 4.5535 2.5139 0.8378
O -1.7103 0.5049 -1.5784
P -1.4571 0.8321 -0.1238
H 3.1680 -0.8836 2.0792
H 3.5895 -2.4261 1.3712
H 2.3805 -1.4904 0.7219
H -3.1673 -1.9951 0.6659
H -1.9310 -2.2905 -0.5782
H -1.6836 -2.8733 0.9841
H -3.8169 2.4112 -1.1005
H -4.5823 2.9746 0.4527
H -3.0828 3.3917 0.4030
H 2.4560 -0.2908 -1.9526
H 2.2741 1.4156 -2.0230
H 1.1406 0.4572 -0.9781
H 4.4642 -1.1989 -0.7092
H 5.1462 -0.2844 0.5652
H -0.3416 -0.8715 0.8718
H -1.7135 -0.5271 1.9440
H -3.8701 0.4157 0.3789
H -3.1986 1.4363 1.8521
```

Calculated values
Spin multiplicity = 3
Energy = -25054.18188 eV
Net charge = -1
<S²> = 2.01

=====

[6]
C9H18O3RhSbSe6 | wB97M-V/def2-TZVPD

Structure (XYZ):
```
38
C9H18O3RhSbSe6 wB97M-V/def2-TZVPD
Rh -0.4777 -0.3286 0.5973
O -0.1769 3.0451 0.9261
C 0.1620 3.8347 -0.1901
C 0.2138 3.0019 -1.4691
C 0.5107 4.0355 -2.5737
O 0.6070 3.3720 -3.8233
C 1.3476 1.9868 -1.5219
Se 1.4804 0.5661 -0.2028
C -1.1126 2.3481 -1.8336
Se -1.8638 0.9058 -0.7649
H -0.1939 3.5979 1.7158
H 1.1401 4.3135 -0.0535
H -0.5795 4.6298 -0.3408
H 1.4513 4.5464 -2.3382
H -0.2939 4.7788 -2.5930
H 0.7811 4.0233 -4.5082
H 2.3064 2.5051 -1.4414
H 1.3331 1.4862 -2.4904
H -1.0376 1.9363 -2.8412
H -1.9015 3.1047 -1.8502
Se 1.4157 -1.8644 5.7929
Sb -1.0059 -1.7056 5.2456
Se -1.8217 -3.7469 4.3958
Se -2.0389 -0.0905 6.5872
Se -0.7577 -0.4979 2.8310
C 0.8742 -4.4277 -0.0766
C 0.0681 -4.2806 1.2140
C -1.1588 -3.5480 0.7252
O -0.6127 -2.5537 -0.1782
C 0.4927 -3.1770 -0.8768
H 0.5674 -5.3270 -0.6118
H 1.9468 -4.4901 0.0958
H 0.5905 -3.6547 1.9387
H -0.1632 -5.2291 1.6919
H -1.7266 -3.0359 1.4969
H -1.8216 -4.2043 0.1516
H 1.2908 -2.4365 -0.9359
H 0.1649 -3.4191 -1.8899
```

Calculated values
Relative energy (zero: lowest compared OMol25 entry of this formula, charge and spin) = 0.000 eV
Spin multiplicity = 5
Energy = -417388.11719 eV
Net charge = 0
<S²> = 6.05

=====

The highest energy belongs to which entry?
C9H18N4O

=====

Which of these has the highest energy?
C9H18N4O

=====

Copy entry 6 word for word.
C9H18O3RhSbSe6 | wB97M-V/def2-TZVPD

Structure (XYZ):
```
38
C9H18O3RhSbSe6 wB97M-V/def2-TZVPD
Rh -0.4777 -0.3286 0.5973
O -0.1769 3.0451 0.9261
C 0.1620 3.8347 -0.1901
C 0.2138 3.0019 -1.4691
C 0.5107 4.0355 -2.5737
O 0.6070 3.3720 -3.8233
C 1.3476 1.9868 -1.5219
Se 1.4804 0.5661 -0.2028
C -1.1126 2.3481 -1.8336
Se -1.8638 0.9058 -0.7649
H -0.1939 3.5979 1.7158
H 1.1401 4.3135 -0.0535
H -0.5795 4.6298 -0.3408
H 1.4513 4.5464 -2.3382
H -0.2939 4.7788 -2.5930
H 0.7811 4.0233 -4.5082
H 2.3064 2.5051 -1.4414
H 1.3331 1.4862 -2.4904
H -1.0376 1.9363 -2.8412
H -1.9015 3.1047 -1.8502
Se 1.4157 -1.8644 5.7929
Sb -1.0059 -1.7056 5.2456
Se -1.8217 -3.7469 4.3958
Se -2.0389 -0.0905 6.5872
Se -0.7577 -0.4979 2.8310
C 0.8742 -4.4277 -0.0766
C 0.0681 -4.2806 1.2140
C -1.1588 -3.5480 0.7252
O -0.6127 -2.5537 -0.1782
C 0.4927 -3.1770 -0.8768
H 0.5674 -5.3270 -0.6118
H 1.9468 -4.4901 0.0958
H 0.5905 -3.6547 1.9387
H -0.1632 -5.2291 1.6919
H -1.7266 -3.0359 1.4969
H -1.8216 -4.2043 0.1516
H 1.2908 -2.4365 -0.9359
H 0.1649 -3.4191 -1.8899
```

Calculated values
Relative energy (zero: lowest compared OMol25 entry of this formula, charge and spin) = 0.000 eV
Spin multiplicity = 5
Energy = -417388.11719 eV
Net charge = 0
<S²> = 6.05